33
Properties=species:S:1:pos:R:3 method="wB97M-V/def2-TZVPD" fmax_ev_per_a=5.8 homo_energy_ev=-4.2 orbital_gap_ha=0.2361 total_charge=-1 relative_energy_kj_mol=66.83 lumo_energy_ev=2.25
Cl -28.500 9.576 3.456
C -36.151 8.042 -0.406
C -34.939 8.676 0.243
C -33.832 7.653 0.536
C -33.227 6.988 -0.661
N -32.796 6.487 -1.569
H -36.971 8.742 -0.566
H -36.436 7.117 0.094
H -35.831 7.648 -1.371
H -35.229 9.205 1.151
H -34.613 9.497 -0.395
H -34.194 6.878 1.211
H -33.050 8.156 1.106
C -31.595 13.642 3.616
C -31.360 13.594 2.133
O -30.714 14.806 1.979
C -30.259 15.318 3.054
O -29.383 16.145 3.008
O -30.684 14.647 4.093
H -31.482 12.660 4.076
H -32.586 13.988 3.908
H -32.262 13.507 1.526
H -30.590 12.887 1.821
C -24.222 13.291 2.871
C -23.857 12.760 4.258
O -22.700 12.101 4.001
C -22.059 12.672 3.021
O -20.867 12.438 2.664
O -22.887 13.447 2.376
H -24.772 14.231 2.879
H -24.824 12.594 2.288
H -24.555 12.029 4.668
H -23.681 13.476 5.061

***

74
Properties=species:S:1:pos:R:3 method="wB97M-V/def2-TZVPD" fmax_ev_per_a=5.3 homo_energy_ev=-10.0 orbital_gap_ha=0.3817 smiles="O=C1OC[C@@H](F)O1.O=C1OC[C@@H](F)O1.O=C1OC[C@@H](F)O1.O=C1OC[C@@H](F)O1.O=C1OC[C@@H](F)O1.COC(=O)OC.COC(=O)OC" relative_energy_kj_mol=0.00 lumo_energy_ev=0.37
O 3.061 5.395 -3.111
C 3.300 5.746 -1.996
O 3.386 6.980 -1.560
C 3.769 7.005 -0.187
C 3.169 5.702 0.314
F 1.917 5.689 0.791
O 3.251 4.958 -0.877
H 4.854 7.093 -0.121
H 3.386 7.858 0.373
H 3.804 5.236 1.068
O -0.462 -2.902 -5.114
C -0.006 -3.656 -4.324
O 1.226 -4.188 -4.327
C 1.589 -4.530 -3.016
C 0.254 -4.793 -2.397
F 0.357 -4.411 -1.106
O -0.601 -3.987 -3.175
H 2.334 -5.325 -3.007
H 1.950 -3.582 -2.617
H -0.034 -5.844 -2.352
O -1.646 -3.779 1.106
C -2.245 -4.502 0.301
O -2.263 -5.871 0.285
C -2.959 -6.205 -0.946
C -3.639 -4.918 -1.512
F -4.947 -4.909 -1.313
O -2.946 -3.941 -0.773
H -2.152 -6.628 -1.544
H -3.835 -6.844 -0.833
H -3.413 -4.990 -2.576
O 4.378 -0.495 2.108
C 4.823 -1.616 2.444
O 4.231 -2.377 3.415
C 5.055 -3.560 3.665
C 6.421 -3.193 3.078
F 6.773 -4.216 2.336
O 6.086 -2.106 2.205
H 5.261 -3.950 4.662
H 4.650 -4.364 3.050
H 7.182 -2.803 3.754
O -0.785 4.544 -2.720
C -1.731 4.636 -1.963
O -2.527 3.630 -1.490
C -3.231 4.066 -0.382
C -3.179 5.550 -0.629
F -3.146 6.236 0.526
O -2.030 5.731 -1.383
H -4.265 3.741 -0.267
H -2.616 3.746 0.459
H -4.089 5.944 -1.083
C 0.542 2.174 -1.019
O 1.279 1.015 -0.944
C 0.862 -0.165 -0.677
O -0.187 -0.742 -0.914
O 2.039 -0.827 -0.202
C 1.829 -2.205 0.186
H 1.228 3.020 -0.964
H -0.165 2.392 -0.219
H 0.052 2.316 -1.982
H 2.182 -1.992 1.195
H 2.565 -2.911 -0.198
H 0.801 -2.560 0.263
C -5.770 3.152 2.288
O -4.598 2.473 1.948
C -4.253 1.337 2.611
O -4.889 0.759 3.497
O -3.110 0.863 2.052
C -2.620 -0.442 2.124
H -6.605 2.471 2.124
H -5.782 4.121 1.790
H -5.645 3.382 3.346
H -2.147 -0.639 3.086
H -1.975 -0.744 1.298
H -3.355 -1.245 2.072

***

10
Properties=species:S:1:pos:R:3 method="wB97M-V/def2-TZVPD" fmax_ev_per_a=8.1 homo_energy_ev="-8.4 / -8.4" orbital_gap_ha="0.2686 / 0.2686" relative_energy_kj_mol=1056.82 lumo_energy_ev="-1.11 / -1.11"
C -1.401 0.889 -1.136
C -0.193 1.417 0.882
C 0.441 -0.523 -0.086
N -1.096 1.523 -0.127
N 1.051 -1.734 -0.090
O 0.776 -2.446 0.870
O 1.824 -2.094 -1.029
O 0.596 0.332 0.870
H -1.875 0.397 -1.845
H -0.124 2.238 1.690

***

22
Properties=species:S:1:pos:R:3 method="wB97M-V/def2-TZVPD" fmax_ev_per_a=1.3 homo_energy_ev=-7.4 orbital_gap_ha=0.3047 relative_energy_kj_mol=446.49 lumo_energy_ev=0.90
C -1.472 1.042 -0.728
N -0.389 0.063 -0.558
N 0.220 -0.171 -1.829
C -0.949 -1.279 0.220
C -0.654 -2.510 -0.260
H 1.196 -0.371 -1.598
H -0.172 -1.067 -2.141
H -1.944 -1.088 0.599
H -2.153 0.662 -1.487
H -2.011 1.167 0.208
H -1.067 1.994 -1.072
H 0.348 -2.783 -0.561
H -1.329 -3.325 -0.043
C 0.621 1.762 1.274
C 0.695 0.347 0.716
N 2.036 0.034 0.303
O 0.151 -0.616 1.483
H 2.315 -0.883 0.626
H 2.732 0.712 0.579
H 1.244 1.808 2.167
H -0.400 2.007 1.553
H 0.982 2.496 0.550